The following is a DFT calculation (wB97M-V/def2-TZVPD) of a structure of composition C20H15BaF3N5O2S4 at a distorted geometry.

Calculated values
Net charge   -1
HOMO-LUMO gap   0.25133 Eh
Spin multiplicity   1

Last column: Mulliken charge in e.
Geometry (Å):
Ba (-0.13210, -0.90225, -0.63027)  1.690
F (2.34195, -5.83014, 0.70788)  -0.231
C (3.41087, -5.43609, -0.00626)  0.640
F (4.49395, -5.98339, 0.61440)  -0.320
F (3.34092, -6.03688, -1.21152)  -0.236
C (3.54925, -3.94332, -0.10814)  -0.018
C (4.71009, -3.34737, 0.33626)  -0.103
C (4.86055, -1.96702, 0.25973)  -0.824
C (3.79913, -1.24032, -0.25093)  -0.330
N (2.68002, -1.79493, -0.70549)  -0.382
C (2.53376, -3.13409, -0.67602)  0.237
S (1.07607, -3.79135, -1.35000)  -0.548
H (5.50653, -3.95042, 0.75161)  0.464
H (5.75467, -1.46922, 0.60362)  0.369
H (3.82900, -0.15733, -0.28967)  0.402
S (-2.55233, -0.81523, 1.41599)  -0.629
C (-2.93315, -2.41622, 0.77801)  0.378
C (-4.01838, -3.14800, 1.29651)  -0.634
C (-4.29331, -4.40140, 0.80416)  -0.106
C (-3.48722, -4.93834, -0.20046)  -0.746
C (-2.44100, -4.16081, -0.65424)  -0.340
N (-2.17427, -2.93912, -0.19517)  -0.097
H (-4.61530, -2.70676, 2.08189)  0.348
H (-5.12950, -4.96391, 1.20354)  0.352
H (-3.65490, -5.92418, -0.60909)  0.367
H (-1.76465, -4.52844, -1.41908)  0.329
N (-4.15805, 6.14029, 0.23280)  -0.590
C (-3.19278, 5.21624, -0.17105)  1.188
C (-3.13911, 3.95157, 0.42442)  -0.815
C (-2.21773, 3.01799, 0.00128)  -0.395
C (-1.33554, 3.33215, -1.03087)  -0.506
C (-1.38425, 4.57639, -1.63035)  -0.283
C (-2.30831, 5.51868, -1.20136)  -0.706
S (-0.18176, 2.09997, -1.56129)  1.745
O (-1.01464, 0.93189, -1.91370)  -0.978
O (0.59266, 2.69184, -2.62490)  -0.715
N (0.59481, 1.59196, -0.31424)  -0.359
C (1.63523, 2.28137, 0.28373)  0.046
S (2.00799, 3.94043, 0.11869)  -0.072
C (3.27396, 3.75848, 1.26350)  -0.365
C (3.31476, 2.46625, 1.68223)  -0.509
N (2.38765, 1.61924, 1.13451)  -0.369
H (-4.50716, 6.00505, 1.16838)  0.232
H (-3.92321, 7.10393, 0.05544)  0.226
H (-3.83317, 3.70059, 1.21750)  0.311
H (-2.19702, 2.03620, 0.46057)  0.346
H (-0.69476, 4.81024, -2.42990)  0.498
H (-2.34804, 6.49317, -1.67352)  0.273
H (3.91752, 4.56796, 1.56066)  0.387
H (4.02031, 2.07468, 2.40016)  0.376

The following is a DFT calculation (wB97M-V/def2-TZVPD) of a structure of composition C20H15Cl2N10O5Tc at a distorted geometry.

Calculated values
Net charge   +1
HOMO-LUMO gap (alpha / beta)   0.26447 / 0.22052 Eh
Spin multiplicity   4
Expectation value of S²   3.77

Last column: Mulliken charge in e.
Geometry (Å):
Tc (0.01428, -0.35624, -0.17903)  -0.740
Cl (2.05202, 6.10297, 0.29048)  -0.176
C (1.98880, 4.44497, -0.08494)  0.177
C (1.33484, 3.53818, 0.74384)  -0.618
C (1.19644, 2.25435, 0.30264)  -0.115
N (0.62970, 1.17854, 1.01893)  0.704
C (1.13691, 0.91935, 2.26584)  -0.063
O (1.49167, 1.71011, 3.09867)  -0.645
C (1.39896, -0.57228, 2.42292)  0.778
C (1.96890, -1.02934, 3.58471)  -1.112
C (2.33167, -2.37430, 3.60427)  -0.332
C (2.02960, -3.19881, 2.55407)  -1.129
C (1.35326, -2.63757, 1.46017)  0.211
N (1.08660, -1.34087, 1.38297)  0.608
C (1.70341, 1.78603, -0.93001)  0.586
C (2.36136, 2.67582, -1.72806)  -0.726
C (2.55107, 3.97988, -1.30427)  0.012
Cl (3.40327, 5.11141, -2.31431)  -0.180
N (1.43970, 0.44511, -1.32164)  0.052
C (0.99966, 0.36078, -2.71751)  -0.294
O (1.59853, -0.07081, -3.66068)  -0.476
C (-0.41609, 0.87868, -2.81849)  1.139
C (-0.92826, 1.59399, -3.88345)  -0.996
C (-2.23930, 2.10450, -3.74792)  -0.324
C (-3.00466, 1.75307, -2.62916)  -0.929
C (-2.41346, 0.98564, -1.62948)  -0.235
N (-1.12843, 0.62951, -1.68263)  0.794
H (0.93921, 3.88607, 1.69388)  0.530
H (2.25989, -0.31957, 4.31729)  0.622
H (2.87782, -2.82905, 4.44704)  0.424
H (2.37425, -4.22346, 2.54004)  0.476
H (1.10422, -3.21330, 0.58858)  0.361
H (2.81307, 2.38624, -2.66464)  0.558
H (-0.32713, 1.79281, -4.74827)  0.539
H (-2.70865, 2.67215, -4.53721)  0.451
H (-4.06472, 1.96562, -2.60397)  0.427
H (-2.91564, 0.62255, -0.74527)  0.429
N (-2.94511, -2.36998, -0.74557)  -0.432
N (-2.26794, -2.96778, 0.34956)  -0.099
C (-1.82807, -2.21329, 1.33878)  0.490
N (-1.34609, -2.76702, 2.44960)  -0.195
N (-1.80807, -0.88897, 1.12387)  0.063
N (-2.26549, -0.05664, 2.10621)  0.772
O (-2.67379, -0.51348, 3.17536)  -0.701
O (-2.24727, 1.12920, 1.81905)  -0.589
H (-3.86730, -2.79933, -0.84766)  0.246
H (-2.40251, -2.26747, -1.62002)  0.217
H (-1.95749, -3.91024, 0.25375)  0.216
H (-1.70931, -3.64745, 2.76058)  0.241
H (-1.12202, -2.09484, 3.17099)  0.243
O (1.41738, -3.45772, -2.51648)  -0.505
C (0.73516, -2.76297, -1.89453)  0.595
N (-0.00486, -2.02473, -1.30891)  -0.351

The following is a DFT calculation (wB97M-V/def2-TZVPD) of a structure of composition C20H15CsI2N4O5.

Calculated values
HOMO-LUMO gap   0.18208 Eh
Spin multiplicity   1

Last column: Mulliken charge in e.
Geometry (Å):
Cs (0.15939, 0.06089, 0.00001)  1.117
O (-3.58840, -3.56252, -1.03717)  -0.458
C (-2.90150, -2.46320, -0.68899)  0.137
O (-1.72502, -2.33062, -0.87938)  -0.529
C (-3.78347, -1.42969, -0.03971)  0.468
C (-5.14791, -1.63313, 0.12874)  -0.529
C (-5.89044, -0.62729, 0.72319)  -0.526
C (-5.25080, 0.53984, 1.10498)  -0.543
C (-3.87993, 0.64018, 0.89374)  0.227
N (-3.15651, -0.32691, 0.34782)  0.034
C (-3.09463, 1.85993, 1.31174)  0.534
O (-3.71876, 3.04505, 1.16403)  -0.413
O (-1.98875, 1.80354, 1.75986)  -0.502
H (-2.95771, -4.17788, -1.44087)  0.379
H (-5.60532, -2.55617, -0.19356)  0.481
H (-6.95201, -0.75207, 0.88807)  0.445
H (-5.79465, 1.34189, 1.58738)  0.458
H (-4.52499, 2.95133, 0.64202)  0.340
I (5.74954, 1.30330, -1.21220)  0.000
C (5.21392, -0.18705, 0.14387)  -0.534
C (6.21543, -0.83386, 0.86803)  -0.374
C (5.91604, -1.82210, 1.77060)  -0.473
I (7.48821, -2.72727, 2.80600)  0.016
C (4.56503, -2.19937, 1.97732)  1.296
C (4.16193, -3.20689, 2.88257)  -0.565
C (2.84030, -3.51656, 3.02412)  -0.792
C (1.90507, -2.80839, 2.25334)  -0.254
N (2.23314, -1.86552, 1.40499)  -0.176
C (3.54157, -1.54061, 1.24367)  -0.263
C (3.84235, -0.47839, 0.26828)  0.588
O (2.93246, 0.10143, -0.38097)  -0.757
H (7.24509, -0.54315, 0.70712)  0.326
H (4.91602, -3.72664, 3.45847)  0.171
H (2.50982, -4.28504, 3.71012)  0.360
H (0.84573, -3.03508, 2.34717)  0.363
C (0.19182, 2.03427, -4.19675)  -1.158
C (-0.20074, 2.86628, -3.02649)  0.427
N (-0.77302, 2.42699, -1.93025)  -0.383
C (-0.90048, 3.52717, -1.10472)  -0.012
C (-0.40452, 4.63461, -1.71504)  -0.784
N (0.03801, 4.19996, -2.94290)  0.010
H (-0.28193, 1.05988, -4.10705)  0.248
H (1.27255, 1.88612, -4.22714)  0.307
H (-0.12020, 2.48871, -5.13782)  0.366
H (-1.32175, 3.44861, -0.11632)  0.351
H (-0.31684, 5.65819, -1.39847)  0.396
H (0.49688, 4.75727, -3.64145)  0.179

The following is a DFT calculation (wB97M-V/def2-TZVPD) of a structure of composition C20H15ErF3N5O2S2 at a distorted geometry.

Calculated values
HOMO-LUMO gap (alpha / beta)   0.22558 / 0.22621 Eh
Spin multiplicity   4
Expectation value of S²   3.75

Last column: Mulliken charge in e.
Geometry (Å):
Er (-0.11671, -0.03248, 0.25449)  0.402
S (-2.36237, -0.82518, 1.56221)  -0.467
C (-2.80076, -1.19968, -0.09618)  0.721
C (-3.90095, -1.99574, -0.44343)  -0.810
C (-4.13345, -2.27958, -1.76985)  -0.059
C (-3.28845, -1.76391, -2.75514)  -0.795
C (-2.24126, -0.97545, -2.34993)  -0.154
N (-2.00447, -0.69794, -1.05879)  -0.303
H (-4.53647, -2.37790, 0.34281)  0.409
H (-4.97417, -2.90362, -2.04830)  0.397
H (-3.44789, -1.96426, -3.80465)  0.400
H (-1.55187, -0.53487, -3.06007)  0.471
S (1.44585, 1.12086, -1.54974)  -0.463
C (2.43118, -0.32421, -1.64867)  0.510
N (3.73080, -0.22116, -1.83819)  -0.685
N (4.44753, -1.27277, -2.16107)  0.263
C (5.83625, -1.28185, -1.91695)  0.524
C (6.45043, -0.24363, -1.22850)  -0.323
C (7.81313, -0.31241, -0.98023)  -0.481
C (8.56112, -1.40120, -1.40719)  -0.530
C (7.93302, -2.43555, -2.08761)  -0.475
C (6.57254, -2.37890, -2.34707)  -0.504
N (2.00242, -1.63088, -1.49018)  -0.472
N (0.95146, -1.87217, -0.85460)  0.389
C (0.81449, -3.26656, -0.51092)  0.425
C (1.45593, -4.27880, -1.21710)  -0.348
C (1.31041, -5.59340, -0.81190)  -0.630
C (0.54189, -5.90633, 0.30566)  -0.416
C (-0.10343, -4.89485, 0.99690)  -0.978
C (0.01769, -3.57628, 0.57783)  0.148
H (3.97541, -2.15142, -2.32365)  0.298
H (5.85709, 0.59054, -0.88221)  0.472
H (8.29148, 0.49195, -0.43558)  0.357
H (9.62260, -1.44773, -1.20374)  0.373
H (8.50346, -3.29337, -2.42000)  0.347
H (6.07918, -3.18642, -2.87654)  0.333
H (2.05772, -4.03147, -2.08016)  0.388
H (1.79939, -6.38120, -1.37077)  0.377
H (0.45074, -6.93378, 0.63307)  0.399
H (-0.70633, -5.12340, 1.86600)  0.412
H (-0.49720, -2.79797, 1.12968)  0.256
F (3.53119, 0.78498, 2.98993)  -0.230
C (2.40719, 1.49426, 2.98957)  0.697
F (2.67685, 2.73321, 2.58517)  -0.236
F (1.92934, 1.54383, 4.24290)  -0.242
C (1.33623, 0.85023, 2.08010)  0.767
O (1.45733, -0.36817, 1.76568)  -0.420
O (0.38370, 1.57459, 1.68404)  -0.512

Number 1: E -3113.49280 hartree. Number 2: E -2695.83254 hartree. Number 3: E -1981.98968 hartree. Number 4: E -3306.54515 hartree.